C19H41BrN5O9P | ωB97M-V with the def2-TZVPD basis set

Output
Energy relative to the best compared isomer or geometry (same formula, charge and spin) (kJ/mol): 0.00
LUMO level (eV): 0.248
Highest occupied orbital energy (hartree): -0.3100
Kohn-Sham gap (eV): 8.682

Geometry as ORCA input:
```
! RIJCOSX wB97M-V def2-TZVPD def2/J DEFGRID3
* xyz 0 1
O -5.26 0.48 -0.38
H -3.06 -0.90 -1.72
H -3.19 3.62 1.54
C -5.20 1.66 -0.05
C -2.93 -1.34 -0.74
H -3.39 -4.56 -1.50
H -2.08 -0.88 -0.25
H -3.10 4.11 -0.15
O -3.36 1.19 4.80
H 7.46 -0.22 4.79
H -5.72 -3.64 -1.46
C -2.66 -2.82 -0.85
O 5.09 -3.11 2.81
O 1.62 1.66 -0.74
C -3.73 3.61 0.59
C -6.51 -0.49 5.40
O 2.78 -0.04 -3.52
C 6.17 -2.60 3.02
H -6.51 2.87 1.15
H 8.03 -3.43 3.73
C -4.44 0.67 4.54
C 7.47 -3.36 2.80
H 1.84 -1.76 2.02
N -4.00 2.24 0.18
N -3.62 -3.58 -1.44
H 0.03 -3.14 -1.80
H 6.18 4.06 -5.81
H 4.65 4.91 -6.08
H -3.82 -1.16 -0.15
H -7.30 1.89 -0.09
H -6.42 3.35 -0.55
H 3.63 1.56 -4.84
H -4.82 0.26 6.45
H -4.96 -3.37 -3.04
O 0.75 -2.71 -2.27
Br 4.02 0.27 0.59
H 4.78 2.91 -7.25
H 3.27 1.99 -7.28
H 5.55 5.18 -4.59
H 0.81 -0.97 -1.21
H 8.35 -1.14 3.57
C -4.90 -3.13 -1.97
N -5.22 0.16 5.52
H -3.21 1.63 0.05
H -4.21 1.02 2.46
H -6.47 -1.50 5.79
C -6.44 2.50 0.13
C 1.62 -2.49 0.02
H 8.08 -2.86 2.05
C 5.28 4.44 -5.33
H -5.09 -0.47 2.82
N 6.27 -1.31 3.45
C 4.25 2.08 -6.80
H -7.27 0.06 5.96
C 1.40 -1.89 -1.33
H 0.29 -1.30 1.10
C 2.79 -0.29 -2.35
O -1.63 -3.34 -0.44
C 4.54 3.32 -4.62
P 3.12 1.22 -1.23
H -6.82 -0.53 4.36
H 5.37 -0.87 3.57
H -4.65 4.16 0.70
C 1.24 -1.84 1.12
N 4.11 2.27 -5.38
O 4.34 3.33 -3.42
H 2.08 -3.47 0.05
H 7.51 0.34 3.11
H -5.01 -2.06 -1.84
H 0.90 1.17 -1.15
H 4.80 1.16 -7.01
H 7.22 -4.35 2.45
C -4.95 0.57 3.12
C 7.46 -0.55 3.75
O 2.67 -1.57 -1.90
H -5.89 1.11 3.01
*
```